Record 1
19
Properties=species:S:1:pos:R:3:forces:R:3:nbo_charge:R:1 method="wB97M-V/def2-TZVPD" spin_multiplicity=1 relative_energy_kj_mol=594.0 homo_energy_ev=-7.550 largest_force_ev_per_a=8.39 e_tot_ev=-12417.31627 homo_lumo_gap_ev=8.171
H 1.187551 -2.009267 -0.088531 -0.3 -0.1 0.0 0.521
O 0.211197 -1.852686 -0.200655 1.1 0.0 -0.1 -0.704
C 0.021654 -0.550388 -0.131561 -8.3 0.5 0.8 0.326
H -3.478935 0.930403 0.065864 0.2 -0.3 0.3 0.337
H -0.802402 2.258509 -0.419728 0.3 0.0 0.2 0.292
H 2.807136 -1.302662 1.279352 -0.1 0.0 -0.1 0.487
C 0.208871 2.066388 -0.035987 -0.6 0.4 -0.3 -0.689
C 0.442587 0.632218 -0.108911 6.8 -1.2 -0.2 -0.016
C 2.380635 -0.062953 -0.190264 -1.1 2.0 0.0 -0.151
N -2.523364 -1.426110 0.039586 -0.2 -0.1 -0.1 -0.853
H 2.912017 0.720453 0.349722 0.1 -0.1 -0.1 0.169
H -1.970750 -2.255662 -0.090711 0.0 0.1 -0.1 0.404
N -2.457982 0.923655 0.160969 0.3 0.4 -0.5 -0.815
C -1.910447 -0.210525 0.052245 1.8 -2.0 -0.2 0.427
H 0.903330 2.620458 -0.668116 0.2 -0.1 0.2 0.222
H 2.645467 -0.052889 -1.245981 -0.1 -0.1 0.1 0.178
O 2.709704 -1.357500 0.321830 -0.4 0.4 0.0 -0.741
H 0.239698 2.423863 0.993495 0.1 0.1 -0.1 0.230
H -3.525967 -1.495304 -0.082618 0.2 0.0 0.1 0.376

---

Record 2
20
Properties=species:S:1:pos:R:3:forces:R:3:nbo_charge:R:1 method="wB97M-V/def2-TZVPD" spin_multiplicity=1 relative_energy_kj_mol=207.8 homo_energy_ev=-6.912 largest_force_ev_per_a=3.68 e_tot_ev=-23254.51629 homo_lumo_gap_ev=7.705
H 2.755289 1.868127 0.644158 0.1 0.0 0.0 0.223
C 1.685537 1.685284 0.692161 -0.1 -0.2 -0.4 -0.628
O -0.830629 0.557652 -1.834731 0.1 0.1 -0.3 -0.677
H 1.175219 2.618718 0.910061 0.0 0.1 0.1 0.214
O 1.906782 -0.005297 -1.069575 0.2 -0.2 -0.3 -0.725
H 1.476087 0.972701 1.485389 0.0 -0.1 0.1 0.212
H -0.155837 0.141435 -2.392498 0.0 0.1 0.1 0.484
H -0.490279 -0.688428 2.383475 -0.2 -0.3 -0.3 0.362
S -2.592888 -1.328687 1.687823 0.1 0.2 -0.2 0.377
C -2.164766 -2.228410 0.246195 0.5 0.1 0.1 -0.442
C 1.197672 1.137581 -0.644429 0.0 0.3 0.3 0.030
H 1.665369 -0.718915 -0.465144 -0.1 0.0 0.2 0.486
H 1.373476 1.887705 -1.430365 -0.1 -0.1 0.1 0.189
N -1.068301 -0.458060 1.574828 -0.4 0.3 1.3 -0.599
H -2.775783 -3.045110 -0.074800 -0.1 -0.2 -0.3 0.240
H -0.547337 -2.154225 -1.172532 0.0 -0.1 -0.2 0.216
C -1.020585 -1.777482 -0.283677 -0.8 -0.6 0.1 -0.065
H -0.920824 1.477604 -0.037686 -0.1 0.0 0.1 0.194
N -0.385841 -0.770207 0.406306 1.4 3.0 -1.5 -0.376
C -0.282360 0.828011 -0.624959 -0.3 -2.6 1.0 0.284

---

Record 3
20
Properties=species:S:1:pos:R:3:forces:R:3:nbo_charge:R:1 method="wB97M-V/def2-TZVPD" spin_multiplicity=1 relative_energy_kj_mol=138.4 homo_energy_ev=-9.421 largest_force_ev_per_a=7.13 smiles="CC(C)C1=NS(=O)(=O)CN1" e_tot_ev=-23255.23552 homo_lumo_gap_ev=9.678
C 2.277781 0.454105 -0.123509 -1.4 0.9 -1.0 -0.602
H 1.954938 1.570904 -0.119366 0.7 -2.1 0.3 0.195
H 3.055595 0.365567 -0.846746 0.7 0.1 -0.6 0.222
H 1.183082 -0.813830 -1.522424 0.3 -0.3 -1.5 0.241
H 1.240752 -1.546855 1.378940 0.2 -1.3 -1.0 0.215
H 0.445751 -2.427118 -0.103819 1.1 -0.7 1.2 0.261
O -3.407602 -0.654319 1.196663 0.1 0.8 -0.7 -0.914
H 2.696621 0.079343 0.779086 0.3 0.5 1.1 0.221
H 0.005188 2.053954 -0.361438 0.6 -0.4 0.0 0.417
O -3.416263 0.084698 -1.204820 1.1 -0.4 1.5 -0.930
H -1.778685 1.973645 1.302500 -0.3 -0.5 0.9 0.221
N -1.316757 -0.995590 -0.067333 4.4 3.6 -1.5 -0.834
H 2.353609 -2.371947 0.067992 -1.2 0.3 0.4 0.221
C 1.352691 -1.926263 0.316625 -0.9 2.0 -0.8 -0.594
C -0.185090 -0.043193 -0.288846 -6.2 -3.0 1.8 0.548
C -1.847336 1.527386 0.326940 -1.2 -1.6 1.3 -0.484
S -2.694236 -0.122805 0.055198 -0.2 -0.2 0.2 2.232
C 1.166518 -0.577608 -0.496076 1.2 0.8 1.4 -0.306
N -0.539739 1.243282 -0.114938 1.0 0.3 -1.3 -0.573
H -2.546816 2.126653 -0.174626 -0.1 1.2 -1.7 0.242

---

Record 4
20
Properties=species:S:1:pos:R:3:forces:R:3:nbo_charge:R:1 method="wB97M-V/def2-TZVPD" spin_multiplicity=1 relative_energy_kj_mol=101.6 homo_energy_ev=-8.894 largest_force_ev_per_a=2.69 smiles="CC(=O)C(N)(N)CC(=O)O" e_tot_ev=-14470.09877 homo_lumo_gap_ev=9.634
H -0.504954 -0.361824 -2.327697 0.0 0.1 -0.2 0.238
H 1.733136 -2.356148 1.448737 0.0 0.1 -0.2 0.500
H -1.485869 2.260723 0.288765 0.0 -0.1 0.0 0.382
H -2.071373 0.295643 -1.807207 0.1 0.1 0.0 0.236
H 1.454195 0.781338 -1.041689 0.1 -0.1 0.0 0.232
H -1.872626 -1.450102 -1.983606 0.1 0.0 0.0 0.244
H -0.662846 -0.198270 2.209199 -0.1 -0.2 -0.6 0.395
C -1.370344 -0.530955 -1.690006 0.2 -0.2 0.1 -0.740
C 1.309624 0.471408 -0.008364 -0.7 -0.1 0.2 -0.536
N -0.392031 0.693208 1.815001 0.0 0.2 1.2 -0.844
C -0.929886 -0.628389 -0.252471 -1.0 1.7 1.2 0.587
O 1.782657 -1.757471 -0.824406 -0.5 0.3 0.4 -0.586
H -0.605365 2.018564 -1.104082 0.0 0.1 0.0 0.360
H 1.971429 1.034954 0.651271 0.0 0.0 -0.1 0.240
C -0.168657 0.721638 0.421684 0.0 -2.3 -1.4 0.207
C 1.561033 -1.012259 0.100891 1.8 -0.1 0.0 0.794
N -0.592985 1.979605 -0.094813 -0.1 0.5 -0.3 -0.834
H 0.426196 0.981394 2.340536 -0.1 0.2 -0.1 0.367
O 1.654488 -1.391190 1.399564 -0.2 0.0 -0.2 -0.692
O -1.235822 -1.551868 0.458693 0.3 0.1 -0.1 -0.550

---

Record 5
19
Properties=species:S:1:pos:R:3:forces:R:3:nbo_charge:R:1 method="wB97M-V/def2-TZVPD" spin_multiplicity=1 relative_energy_kj_mol=0.0 homo_energy_ev=-11.884 largest_force_ev_per_a=4.76 smiles="CP(C)(=S)[n+]1cc[nH]c1" e_tot_ev=-28443.72705 homo_lumo_gap_ev=8.410 total_charge=+1
H -1.817313 0.625382 2.192215 0.0 0.1 -0.1 0.282
H -0.910951 -1.290114 -1.652719 -0.4 0.0 -0.8 0.253
H 3.565061 1.317556 -0.132961 1.6 1.3 -0.1 0.447
H 1.286128 2.377005 -0.224868 -0.3 -1.4 -0.4 0.295
H -2.384281 -1.424998 -0.735498 0.4 0.0 0.0 0.254
C 1.382734 -0.874631 0.156573 -1.4 -3.0 -0.2 -0.068
P -1.194878 0.522873 -0.194665 -2.1 4.0 -1.5 1.377
H 3.585031 -1.012256 0.468969 0.6 -1.2 -0.2 0.262
S -1.687468 2.733443 -0.882804 1.3 -4.1 1.5 -0.476
H -1.213382 -0.883447 1.665017 2.2 -2.7 1.1 0.234
H -2.580281 -0.537573 -2.138220 1.1 0.9 -0.1 0.315
C -1.821321 -0.123167 1.404059 -2.3 2.1 -1.1 -0.955
C -1.810525 -0.731606 -1.374780 0.1 -1.2 1.2 -0.986
C 2.695035 -0.570769 0.117707 -0.6 1.7 1.2 -0.040
N 2.751708 0.812618 0.018996 -3.9 -1.1 -1.0 -0.460
N 0.624493 0.287675 -0.092649 -0.4 -1.2 0.2 -0.585
C 1.478943 1.272869 -0.185265 2.4 2.6 0.7 0.296
H 0.904148 -1.925345 0.297091 0.9 2.3 -0.3 0.272
H -2.852883 -0.575516 1.293803 1.1 0.9 -0.2 0.284

---

Record 6
18
Properties=species:S:1:pos:R:3:forces:R:3:nbo_charge:R:1 method="wB97M-V/def2-TZVPD" spin_multiplicity=1 relative_energy_kj_mol=201.5 homo_energy_ev=-8.259 largest_force_ev_per_a=2.34 smiles=N[C@@H]1C[C@]1(N)[C@@H]1CS1 e_tot_ev=-19160.81757 homo_lumo_gap_ev=9.111
H 2.402078 -0.442214 -0.335901 -0.7 -0.3 -0.1 0.211
H 1.561889 -2.775632 -0.246825 -0.3 0.1 0.2 0.369
N 0.974243 -2.027985 -0.590254 -1.6 -1.0 -1.3 -0.851
C -1.023369 0.182458 -0.685777 -1.0 0.7 1.2 -0.278
H -0.045672 -2.203185 -0.403457 1.8 0.0 -0.2 0.373
H -1.865080 1.135286 1.082195 0.2 0.2 0.1 0.216
S -2.293222 -0.971115 0.059662 0.7 -0.2 -0.7 0.086
H 0.123360 -0.851719 1.792006 -0.1 -0.6 -0.2 0.226
H 0.366762 2.398185 0.082801 0.0 0.3 0.3 0.351
C 0.832839 -0.305775 1.195447 0.5 1.0 0.6 -0.458
H 1.587555 0.192402 1.801719 -0.5 0.4 -0.1 0.224
C -2.143347 0.804429 0.093120 -0.4 0.4 0.6 -0.509
H -1.094557 0.311716 -1.767189 0.2 -0.3 0.2 0.238
H 0.952791 1.863059 -1.313424 0.2 -0.2 0.3 0.354
C 0.344629 0.397142 -0.045985 1.3 -1.5 -1.1 0.056
H -2.999498 1.376432 -0.270976 0.5 -0.2 -0.5 0.231
N 0.954836 1.672058 -0.305234 -0.4 0.5 -0.7 -0.801
C 1.363769 -0.755540 -0.141925 -0.3 0.8 1.4 -0.039